Record 1
The following is a quantum chemistry calculation of a structure of composition C8H6AuBrNO3S2, from the OMol25 dataset.

HOMO-LUMO gap (eV): 7.50
Max |F| (eV Å⁻¹): 0.48
HOMO level (eV): -4.72
E (a.u.): -4095.1181

```
! RIJCOSX wB97M-V def2-TZVPD def2/J DEFGRID3
* xyz -1 1
Au 1.3677 0.4060 0.8109
Br 0.3015 2.2593 -3.4259
C 0.2080 0.4537 -2.8405
C -0.8894 -0.3189 -3.1835
C -0.8500 -1.6531 -2.8115
C 0.2665 -2.1455 -2.1534
C 1.2657 -1.2553 -1.7842
N 1.2224 0.0343 -2.1251
C 2.4759 -1.7089 -0.9565
O 3.1038 -2.6675 -1.3821
O 2.7206 -1.0689 0.1222
H -1.7216 0.1018 -3.7271
H -1.6865 -2.3007 -3.0393
H 0.3647 -3.1906 -1.8988
C -1.8804 1.1867 4.0685
O -0.7626 2.0597 4.1483
C 0.0472 2.2250 3.0894
S 1.3891 3.1410 3.3244
S -0.4543 1.5380 1.5775
H -2.3178 1.1855 5.0655
H -1.5671 0.1785 3.7889
H -2.6033 1.5402 3.3324
*
```



Record 2
The following is a quantum chemistry calculation of a structure of composition C31H22EuN4O7S5 in a non-equilibrium geometry, from the OMol25 dataset.

HOMO-LUMO gap (alpha / beta) (eV): 6.78 / 6.93
Max |F| (eV Å⁻¹): 1.37
HOMO level (alpha / beta) (eV): -4.84 / -4.87
E (a.u.): -4641.6061

```
! RIJCOSX wB97M-V def2-TZVPD def2/J DEFGRID3
* xyz -1 7
Eu 0.2890 -1.2204 -0.1121
S -0.4661 -2.8625 -2.1290
C 0.3862 -2.1200 -3.5032
C -0.2655 -2.0564 -4.7421
C 0.3368 -1.5219 -5.8682
C 1.6384 -1.0381 -5.8046
C 2.3085 -1.0981 -4.5967
C 1.6881 -1.6028 -3.4576
S 2.5941 -1.6355 -1.9233
C 3.2476 0.0609 -1.8217
C 2.8874 0.8249 -0.5647
C 3.0912 2.1989 -0.5072
C 2.8513 2.8520 0.6857
C 2.4770 2.1216 1.8061
C 2.3011 0.7589 1.6770
C 1.9814 -0.1059 2.8714
S 0.2547 -0.7093 2.8856
C 0.4458 -2.3532 3.5131
C -0.1908 -2.6224 4.7231
C -0.2294 -3.9125 5.2277
C 0.3866 -4.9288 4.5048
C 1.0288 -4.6576 3.3066
C 1.0734 -3.3669 2.7654
S 1.9154 -3.0506 1.2449
N 2.4522 0.1361 0.4917
H -1.2804 -2.4299 -4.7934
H -0.2155 -1.4776 -6.7991
H 2.1199 -0.6112 -6.6744
H 3.3241 -0.7258 -4.5288
H 2.9100 0.6147 -2.6930
H 4.3376 -0.0093 -1.8508
H 3.4036 2.7331 -1.3956
H 2.9589 3.9279 0.7486
H 2.2950 2.5979 2.7595
H 2.1785 0.4484 3.7872
H 2.6009 -1.0005 2.8225
H -0.6660 -1.8078 5.2562
H -0.7333 -4.1202 6.1628
H 0.3612 -5.9472 4.8745
H 1.4974 -5.4560 2.7452
O -0.7552 1.9737 1.5937
C -0.9123 1.5375 0.4664
O -1.2807 0.3069 0.1738
C -0.7336 2.3883 -0.7476
C -1.2904 3.6391 -0.7850
C -1.2099 4.3889 -1.9550
C -0.5431 3.9065 -3.0609
C 0.0626 2.6727 -2.9867
C -0.0187 1.8122 -1.8559
O 0.4976 0.6614 -1.7972
N 0.8611 2.3113 -4.1756
O 0.4118 2.5967 -5.2671
O 1.9757 1.8577 -3.9952
N -1.8237 5.7123 -2.0119
O -1.7438 6.3399 -3.0521
O -2.3827 6.1235 -1.0104
H -1.7937 4.0393 0.0842
H -0.4763 4.4915 -3.9662
S -2.1758 -2.8403 1.2695
C -3.2274 -1.8238 2.0846
N -3.0163 -0.4811 2.1329
C -3.8024 0.4027 2.7913
C -4.8924 -0.0158 3.4818
C -5.1648 -1.4058 3.4858
C -4.3649 -2.2800 2.8200
H -2.2048 -0.1401 1.5921
H -3.4876 1.4346 2.7280
H -5.5155 0.6929 4.0047
H -6.0176 -1.7854 4.0360
H -4.5501 -3.3443 2.8281
*
```



Record 3
The following is a quantum chemistry calculation of a cluster of 5 separate species, C41H90N4O6P in total in a non-equilibrium geometry, from the OMol25 dataset.

HOMO-LUMO gap (eV): 9.69
Max |F| (eV Å⁻¹): 1.21
HOMO level (eV): -12.34
E (a.u.): -2627.8384

```
! RIJCOSX wB97M-V def2-TZVPD def2/J DEFGRID3
* xyz 1 1
C 6.4272 -1.2467 -0.5670
C 6.3231 -0.7226 -2.0043
C 6.0770 0.7831 -2.1703
C 4.8883 1.3734 -1.3881
C 4.0019 2.3194 -2.2176
C 2.5225 2.3277 -1.8042
C 1.5552 2.5650 -2.9602
C 0.0787 2.4383 -2.5424
C -0.7349 1.5795 -3.5109
N -1.8860 0.8847 -2.9400
C -3.1941 1.2192 -3.0059
C -3.7158 2.4360 -3.6916
N -3.9559 0.3049 -2.4100
C -3.1096 -0.6382 -1.9596
N -3.5775 -1.7934 -1.3733
O -4.9701 -1.8055 -1.3146
P -2.8727 -3.2611 -0.8330
O -3.8951 -4.1264 -0.2589
O -2.0479 -3.7890 -2.0806
O -1.6715 -2.9023 0.1337
N -1.8150 -0.2968 -2.2189
C -0.5206 -0.8842 -1.8703
C 0.0899 -0.3397 -0.5639
C -0.8861 0.4129 0.3384
C -0.2617 0.7714 1.6866
O -0.9425 1.9444 2.1460
C -0.4553 2.5277 3.2584
O -0.5320 3.6912 3.4528
H 5.4940 -1.1458 -0.0064
H 7.2366 -0.7606 -0.0145
H 6.6577 -2.3164 -0.5912
H 5.5572 -1.2922 -2.5440
H 7.2726 -0.9471 -2.5035
H 6.9990 1.2976 -1.8767
H 5.9400 0.9905 -3.2372
H 5.2991 1.9355 -0.5466
H 4.2715 0.5758 -0.9594
H 4.3947 3.3407 -2.1562
H 4.0773 2.0347 -3.2769
H 2.3603 3.1086 -1.0521
H 2.2872 1.3684 -1.3241
H 1.7336 3.5705 -3.3568
H 1.7983 1.8752 -3.7784
H -0.0108 2.0602 -1.5207
H -0.3679 3.4384 -2.5309
H -0.0985 0.8393 -4.0049
H -1.1621 2.1860 -4.3141
H -3.7718 2.2667 -4.7712
H -3.1067 3.3192 -3.4979
H -4.7307 2.6089 -3.3307
H -5.2094 -1.5408 -0.4168
H -2.6379 -3.9549 -2.8270
H -2.0197 -2.7779 1.0247
H 0.1426 -0.6536 -2.7073
H -0.6247 -1.9632 -1.8766
H 0.9172 0.3290 -0.8140
H 0.5197 -1.1819 -0.0142
H -1.7965 -0.1671 0.5081
H -1.2058 1.3616 -0.1091
H -0.3941 -0.0387 2.4143
H 0.8089 0.9740 1.5862
H 0.0016 1.8168 3.9640
C 6.3470 2.8741 5.8061
C 5.3226 1.8475 5.3336
C 5.4706 1.4748 3.8602
C 5.2730 2.6245 2.8772
C 3.9134 3.3110 2.9712
C 2.7497 2.3660 2.6872
H 6.2432 3.8233 5.2780
H 6.2331 3.0805 6.8704
H 7.3639 2.5104 5.6444
H 4.3133 2.2199 5.5321
H 5.4328 0.9372 5.9292
H 4.7656 0.6706 3.6230
H 6.4680 1.0534 3.6985
H 5.3985 2.2316 1.8657
H 6.0640 3.3667 3.0101
H 3.8896 4.1376 2.2554
H 3.7816 3.7627 3.9572
H 2.8560 1.9155 1.6964
H 1.7951 2.8923 2.7230
H 2.7056 1.5563 3.4202
C 6.6122 -2.5666 3.5739
C 5.2735 -3.0260 4.1445
C 4.8994 -2.3492 5.4618
C 5.8619 -2.6075 6.6214
C 6.0632 -4.0818 6.9681
C 4.7837 -4.7848 7.4100
H 7.4411 -2.8095 4.2394
H 6.8070 -3.0520 2.6162
H 6.6119 -1.4870 3.4072
H 5.2818 -4.1120 4.2704
H 4.4872 -2.8115 3.4133
H 3.8912 -2.6646 5.7468
H 4.8412 -1.2677 5.2970
H 5.4874 -2.0818 7.5054
H 6.8333 -2.1586 6.3966
H 6.8031 -4.1496 7.7690
H 6.4952 -4.6112 6.1142
H 4.3482 -4.2883 8.2799
H 4.9797 -5.8219 7.6832
H 4.0320 -4.7929 6.6187
C -6.8727 8.3886 -3.5747
C -5.8533 7.2947 -3.8742
C -6.1422 5.9802 -3.1502
C -6.1230 6.0700 -1.6225
C -4.8155 6.5902 -1.0272
C -3.6160 5.7064 -1.3504
H -6.8812 8.6563 -2.5173
H -6.6509 9.2951 -4.1378
H -7.8799 8.0661 -3.8459
H -4.8505 7.6499 -3.6199
H -5.8414 7.1019 -4.9500
H -5.4188 5.2272 -3.4830
H -7.1236 5.6109 -3.4631
H -6.3280 5.0752 -1.2122
H -6.9446 6.7053 -1.2844
H -4.9284 6.6565 0.0571
H -4.6209 7.6081 -1.3735
H -3.7851 4.6873 -0.9883
H -2.7053 6.0804 -0.8813
H -3.4375 5.6628 -2.4281
C -6.9573 -5.3899 -1.5211
C -6.2626 -5.7940 -2.8063
C -7.1825 -6.4951 -3.8051
C -7.7675 -7.8184 -3.3076
C -6.7300 -8.8609 -2.8937
C -5.8076 -9.2890 -4.0307
H -7.3301 -6.2509 -0.9653
H -6.2704 -4.8471 -0.8717
H -7.8056 -4.7379 -1.7431
H -5.3957 -6.4225 -2.5808
H -5.8712 -4.8871 -3.2838
H -6.6370 -6.6647 -4.7376
H -8.0075 -5.8222 -4.0583
H -8.3957 -8.2371 -4.0996
H -8.4369 -7.6284 -2.4647
H -7.2568 -9.7384 -2.5117
H -6.1317 -8.4831 -2.0596
H -6.3822 -9.6951 -4.8656
H -5.1098 -10.0597 -3.7018
H -5.2161 -8.4533 -4.4092
*
```



Record 4
The following is a quantum chemistry calculation of the ion C6H12NO2S with charge +1 in a non-equilibrium geometry, from the OMol25 dataset.

HOMO-LUMO gap (alpha / beta) (eV): 8.25 / 6.37
Max |F| (eV Å⁻¹): 4.15
HOMO level (alpha / beta) (eV): -13.26 / -12.28
E (a.u.): -838.6365

```
! RIJCOSX wB97M-V def2-TZVPD def2/J DEFGRID3
* xyz 1 1
C 2.1026 1.0904 0.3308
C 1.3221 -1.5954 -0.1822
C 2.8369 -1.5891 -0.2440
C 1.4469 2.3172 0.5342
C -3.3319 0.7886 -0.4680
C -2.7272 -0.5604 -0.0896
N 0.6414 -1.1553 0.9698
O -1.3191 -0.4670 -0.2444
O -0.4622 -0.5946 1.0506
S 3.2349 0.2778 -0.4433
H 1.1196 -0.9440 -1.0621
H 1.1111 -2.6080 -0.3739
H 3.2541 -2.0020 0.7031
H 3.2163 -2.0409 -1.1110
H 0.3697 2.2165 0.2507
H 1.9820 3.3014 0.1923
H 1.5259 2.2777 1.7158
H -2.7923 1.5955 0.1166
H -3.3056 0.9157 -1.5545
H -4.3395 0.8872 -0.1732
H -2.8684 -1.3089 -0.8933
H -3.0175 -0.8025 0.9754
*
```



Record 5
The following is a quantum chemistry calculation of a structure of composition C31H32Cl2N4O5Pb in a non-equilibrium geometry, from the OMol25 dataset.

HOMO-LUMO gap (eV): 7.81
Max |F| (eV Å⁻¹): 1.22
HOMO level (eV): -13.35
E (a.u.): -2908.5397

```
! RIJCOSX wB97M-V def2-TZVPD def2/J DEFGRID3
* xyz 2 1
Pb 0.3217 -0.6755 0.2477
C -3.7085 1.3853 3.1530
C -2.9109 2.4856 3.4130
C -1.5382 2.3507 3.3954
C -0.9256 1.1221 3.1294
C -1.7475 0.0233 2.8482
C -3.1284 0.1656 2.8559
C 0.5442 1.0931 3.2176
C 1.1237 1.7122 4.3515
C 2.4770 1.8785 4.4203
C 3.2866 1.3838 3.3747
C 4.6864 1.5477 3.3599
C 5.4417 0.9665 2.3790
C 4.8207 0.1843 1.3948
C 3.4580 0.0341 1.3639
C 2.6455 0.6632 2.3304
N 1.2876 0.5600 2.2607
H -4.7830 1.4725 3.1763
H -3.3575 3.4403 3.6397
H -0.9191 3.2174 3.5727
H -3.7626 -0.6816 2.6549
H 0.4743 2.0500 5.1440
H 2.9385 2.3627 5.2682
H 5.1526 2.1335 4.1370
H 6.5145 1.0774 2.3721
H 5.4305 -0.3092 0.6543
H 2.9968 -0.5951 0.6140
Cl -6.4415 0.8311 -3.5040
C -4.8883 0.7463 -2.7647
C -3.9794 1.8011 -2.9419
C -2.7538 1.7459 -2.3263
Cl -1.6247 3.0594 -2.5509
C -2.3520 0.6824 -1.4484
O -1.2365 0.7738 -0.8381
C -3.2547 -0.4317 -1.4021
C -2.8913 -1.6780 -0.8011
O -1.7808 -2.0319 -0.3991
C -4.5190 -0.3502 -2.0238
H -4.2431 2.6489 -3.5562
H -3.6986 -2.4251 -0.7837
H -5.2045 -1.1770 -1.9225
N -1.1771 -0.0394 -4.3085
C 0.0347 -0.2844 -3.4618
C 0.7705 -1.5567 -3.8507
C 1.9425 -1.7954 -2.8832
N 1.4606 -2.1985 -1.5480
C 2.8501 -0.5609 -2.7969
C 2.1284 0.7770 -2.5915
N 1.6461 0.9523 -1.2104
C 0.9658 0.9131 -3.5778
H -1.7721 -0.8734 -4.3685
H -0.9086 0.2400 -5.2597
H -1.7321 0.7290 -3.8707
H -0.3073 -0.3739 -2.4314
H 1.1820 -1.4659 -4.8576
H 0.1072 -2.4238 -3.8325
H 2.5456 -2.6125 -3.3054
H 2.2447 -2.5805 -1.0258
H 0.7883 -2.9547 -1.6498
H 3.4010 -0.4885 -3.7361
H 3.5818 -0.7056 -2.0013
H 2.8525 1.5711 -2.8224
H 0.9784 1.7198 -1.1916
H 2.4273 1.2152 -0.6157
H 1.3748 0.9738 -4.5875
H 0.4228 1.8344 -3.3634
O 1.9148 -2.1341 3.5208
C 1.6418 -2.0271 2.4339
C -1.0634 -3.5581 2.2727
C -1.7284 -2.3864 2.9341
O -2.6492 -2.4394 3.6862
O -1.1446 -1.2029 2.5396
H -1.4570 -4.4795 2.6951
H 0.0174 -3.5155 2.3868
H -1.2934 -3.5139 1.2095
*
```